Formula: C4H8N2
Source: the Open Molecules 2025 dataset
Level of theory: ωB97M-V/def2-TZVPD

The net charge is +2. The calculation puts the energy above the lowest of the compared OMol25 structures with the same formula, charge and spin at 226.8 kJ/mol. As for the SMILES: CC(=[NH2+])[N+]1=CC1. For the lowest unoccupied orbital energy, the calculation gives -11.84 eV. Its electronic energy is -7235.1828 eV. For the orbital gap, the calculation gives 9.8 eV.

The geometry in XYZ format:
```
14
C4H8N2, DFT ωB97M-V/def2-TZVPD
N 0.2876 -0.9097 -0.1647
N -0.1940 0.7822 -1.7070
C -0.3980 1.4878 0.5432
C -0.0910 0.4141 -0.4347
C 0.4885 -2.1611 -0.3664
C 0.4185 -1.8155 1.0401
H 0.6721 -2.8956 -1.1822
H -0.3576 1.0500 1.5234
H 1.4260 -1.9517 1.7044
H -0.0734 0.1098 -2.4876
H 0.5065 2.1302 0.7186
H -0.4663 -2.0814 1.7906
H -1.3695 1.8300 0.1577
H -0.5309 1.6469 -2.0779
```

These are the Mulliken partial charges, in e, on atoms 1 to 2: number 1, N, carries 0.133; number 2, N, carries -0.234